DFT (ωB97M-V/def2-TZVPD) results for a gas-phase ion, C12H11FNO2S (charge +1).

Values from the calculation:
gap between HOMO and LUMO: 6.19 eV
M: 252.290 g mol⁻¹
net charge: +1

Element x y z (Å)
C1 -3.2968 1.6225 -3.5350
C2 -2.4940 0.9336 -2.7350
S1 -1.3289 -0.0889 -1.7050
C3 -0.9633 0.9190 -0.1794
C4 0.5246 0.7301 0.4041
C5 1.0847 -0.6836 0.8451
C6 2.5577 -0.8728 1.4376
C7 3.4578 0.4068 1.6253
C8 4.9412 0.2244 2.2447
C9 2.9515 1.8421 1.2099
C10 1.4852 2.0020 0.5877
C11 -2.2542 -1.6579 -1.3234
O1 -1.9350 -2.6923 -2.0129
N1 -3.3441 -1.8193 -0.3262
C12 -4.6959 -1.8738 -1.0010
O2 -5.0167 -2.7855 -1.8345
F1 -5.7428 -0.9138 -0.7094
H1 -3.9477 1.8651 -4.4683
H2 -1.0445 2.0377 -0.5042
H3 -1.7617 0.7648 0.6526
H4 0.3650 -1.5882 0.7153
H5 2.9621 -1.9214 1.7247
H6 5.0490 -0.8240 2.7356
H7 5.7532 0.3450 1.4316
H8 5.1690 1.0091 3.0622
H9 3.6433 2.7635 1.3571
H10 1.1099 3.0578 0.2753
H11 -3.2286 -2.8021 0.0256

=====

DFT (ωB97M-V/def2-TZVPD) results for a molecular structure, C12H11HfN4O6S.

Values from the calculation:
gap between HOMO and LUMO: 8.53 eV
energy above the lowest of the compared OMol25 structures with the same formula, charge and spin: 0.0 kJ/mol
M: 517.799 g mol⁻¹
net charge: +1

Element x y z (Å)
Hf1 -0.5077 0.3974 0.0736
O1 5.7436 0.0080 0.1590
C1 4.4130 0.0305 0.0850
C2 3.7197 0.0506 -1.1340
C3 2.3482 0.0815 -1.0813
N1 1.6985 0.0960 0.0776
C4 2.3440 0.0630 1.2434
C5 3.7123 0.0298 1.3018
C6 1.3787 0.0640 2.4168
O2 1.7301 -0.0257 3.5533
O3 0.1192 0.1631 1.9834
C7 1.3929 0.0999 -2.2621
O4 1.7587 0.0355 -3.3969
O5 0.1311 0.1833 -1.8398
H1 6.1493 0.0223 -0.7170
H2 4.2263 0.0446 -2.0906
H3 4.2372 0.0078 2.2462
C8 -5.0053 0.5137 -0.2263
C9 -3.6674 1.1570 -0.1261
N2 -3.5567 2.4647 -0.1371
O6 -2.6363 0.4267 -0.0275
H4 -5.8140 1.2355 -0.2981
H5 -5.1495 -0.1149 0.6523
H6 -5.0104 -0.1330 -1.1034
H7 -4.3681 3.0555 -0.2116
H8 -2.6336 2.8825 -0.0686
S1 0.2832 5.1368 0.0610
C10 -0.1391 3.6293 0.0844
N3 -0.4751 2.4782 0.0896
C11 -1.1160 -4.5066 0.1237
C12 -0.9853 -3.0615 0.1007
N4 -0.8782 -1.9229 0.0825
H9 -0.4100 -4.9407 -0.5826
H10 -2.1305 -4.7821 -0.1590
H11 -0.9028 -4.8700 1.1277

=====

DFT (ωB97M-V/def2-TZVPD) results for a molecular structure, C12H11MnNO2S4.

Values from the calculation:
gap between HOMO and LUMO (alpha / beta): 6.22 / 7.25 eV
⟨S²⟩: 0.957
M: 384.431 g mol⁻¹
2S+1: 2
net charge: 0

Element x y z (Å)
Mn1 0.5538 0.6926 0.2269
O1 5.8550 -1.4577 3.6850
C1 4.9178 -1.0442 3.0621
S1 3.5476 -0.1914 3.8033
C2 2.6765 0.0969 2.3146
C3 3.2408 -0.3366 1.1735
S2 2.4906 -0.1688 -0.3890
S3 4.7842 -1.1527 1.2930
S4 1.1319 0.8881 2.3847
C4 -1.6463 2.4878 -1.4298
O2 -0.4080 3.1211 -1.0195
C5 0.5063 2.4447 -0.4028
C6 1.7373 3.2611 -0.1762
H1 -2.2666 2.3350 -0.5509
H2 -1.4384 1.5448 -1.9147
H3 -2.1155 3.1877 -2.1126
H4 1.5014 4.3275 -0.1657
H5 2.4192 3.0470 -1.0040
H6 2.2395 2.9628 0.7389
N1 -0.7460 -0.1137 -0.2419
C7 -1.6176 -1.1666 -0.5047
C8 -1.1229 -2.3875 -0.9565
C9 -2.0053 -3.4116 -1.2511
C10 -3.3751 -3.2205 -1.1001
C11 -3.8623 -2.0020 -0.6438
C12 -2.9862 -0.9719 -0.3379
H7 -0.0524 -2.5095 -1.0653
H8 -1.6240 -4.3624 -1.6002
H9 -4.0617 -4.0240 -1.3325
H10 -4.9272 -1.8546 -0.5180
H11 -3.3464 -0.0214 0.0353

=====

DFT (ωB97M-V/def2-TZVPD) results for C12H11NO3S in the gas phase.

Values from the calculation:
gap between HOMO and LUMO: 8.70 eV
energy above the lowest of the compared OMol25 structures with the same formula, charge and spin: 0.0 kJ/mol
M: 249.291 g mol⁻¹
structure (SMILES): COc1ccc(NC(=O)c2cccs2)cc1O
net charge: 0

Element x y z (Å)
C1 -0.1960 -1.8139 4.2694
O1 0.6444 -1.3387 3.2478
C2 0.1245 -1.2364 1.9770
C3 -1.1610 -1.5736 1.5958
C4 -1.5628 -1.4150 0.2784
C5 -0.6831 -0.9181 -0.6722
N1 -1.1105 -0.7859 -1.9996
C6 -0.7440 0.1274 -2.9450
O2 -0.9942 -0.0658 -4.1200
C7 -0.1079 1.3752 -2.4917
C8 0.7862 2.1148 -3.2148
C9 1.1422 3.3216 -2.5826
C10 0.4918 3.4992 -1.4026
S1 -0.5521 2.1911 -1.0261
C11 0.6237 -0.6089 -0.3013
C12 1.0267 -0.7521 1.0124
O3 2.2978 -0.4365 1.3625
H1 0.4076 -1.8056 5.1756
H2 -1.0653 -1.1634 4.4063
H3 -0.5323 -2.8355 4.0672
H4 -1.8665 -1.9584 2.3143
H5 -2.5701 -1.6761 -0.0067
H6 -1.7130 -1.5193 -2.3521
H7 1.1736 1.7855 -4.1619
H8 1.8429 4.0274 -2.9909
H9 0.5592 4.3263 -0.7237
H10 1.3414 -0.2580 -1.0248
H11 2.3968 -0.6072 2.3095

=====

The records above give, respectively, DFT total energy values of -31740.9857; -43011.6451; -92866.1519; -31090.1361 eV.
The records above give, respectively, largest force on an atom values of 7.51; 0.12; 0.53; 0.68 eV/A.